Formula: C5H8O
Source: the OMol25 dataset
Level of theory: ωB97M-V/def2-TZVPD

Structure (XYZ):
```
14
Properties=species:S:1:pos:R:3:forces:R:3:lowdin_charge:R:1
H -1.2236 -1.2275 0.0579 0.0 -0.1 0.0 0.049
H -1.1511 0.8606 1.4044 0.1 0.0 -0.1 0.117
H -0.9697 -0.1700 -1.5093 0.0 0.0 0.2 0.098
C 1.6995 0.3842 -0.3551 0.0 -0.1 -0.2 -0.244
C 0.6727 -0.0574 0.6686 0.0 0.0 0.0 -0.380
C -0.6109 0.7757 0.4576 -0.1 0.1 0.0 -0.189
H -0.4549 1.7843 0.0596 0.0 -0.1 0.1 0.114
C 0.0834 -1.4523 0.4728 0.0 0.1 -0.2 0.076
H 2.3484 1.2300 -0.0349 -0.1 -0.1 -0.1 0.126
H 0.4949 -1.8635 -0.4645 -0.1 0.0 0.1 0.042
H 1.0976 0.0819 1.6716 0.0 0.0 -0.2 0.128
O 1.8147 -0.0894 -1.4598 0.0 0.2 0.4 0.047
H -2.4471 -0.0947 -0.4796 0.2 -0.1 0.0 0.101
C -1.3539 -0.1620 -0.4892 0.1 0.1 -0.1 -0.085
```
Forces are in eV/Å.

Properties
Total charge: 0
Energy relative to the best compared isomer or geometry (same formula, charge and spin) (kJ/mol): 462.46
F_max (eV/A): 0.40
LUMO energy (hartree): 0.0149

Formula: C5H8O
Source: the OMol25 dataset
Level of theory: ωB97M-V/def2-TZVPD

Structure (XYZ):
```
14
Properties=species:S:1:pos:R:3:forces:R:3:lowdin_charge:R:1
C 0.7345 -0.1467 -1.6563 0.0 0.0 0.0 0.002
O 0.5001 -1.2197 0.5950 0.1 -0.1 0.0 -0.060
H 1.4071 0.0733 1.9655 -0.2 -0.1 0.0 0.121
H 1.7931 -0.3684 -1.4877 -0.1 0.1 -0.1 0.086
C -1.3965 0.0887 -0.0142 -0.1 -0.1 -0.1 -0.028
C 0.0172 -0.2511 -0.3453 0.0 0.1 -0.3 -0.474
H -1.9113 0.7344 -0.7221 0.1 -0.1 0.1 0.111
H 0.6538 0.8704 -2.0531 0.0 -0.2 0.0 0.086
C 0.4041 -0.2464 1.6563 0.0 0.1 0.3 -0.139
C -0.2652 0.7564 0.7365 0.1 0.2 0.1 -0.154
H -2.0244 -0.6559 0.4736 0.1 0.1 -0.1 0.115
H -0.1091 1.8295 0.7334 0.0 -0.2 0.0 0.132
H -0.1510 -0.6205 2.5254 0.0 0.0 -0.2 0.118
H 0.3476 -0.8442 -2.4069 0.0 0.1 0.2 0.082
```
Forces are in eV/Å.

Properties
Total charge: 0
Energy relative to the best compared isomer or geometry (same formula, charge and spin) (kJ/mol): 213.17
F_max (eV/A): 0.35
LUMO energy (hartree): 0.0405

Formula: C5H8O
Source: the OMol25 dataset
Level of theory: ωB97M-V/def2-TZVPD

Structure (XYZ):
```
14
Properties=species:S:1:pos:R:3:forces:R:3:lowdin_charge:R:1
H 0.2793 0.2738 2.1284 -0.3 -0.5 0.5 0.091
H -1.1279 1.7256 0.5414 1.3 -0.9 -0.4 0.194
H -0.3362 0.9696 -1.9896 -0.9 -0.5 0.9 0.108
C -0.2653 -0.1482 1.2945 -0.1 -1.6 -1.3 -0.063
H -1.1836 -0.7602 1.4204 0.3 1.0 0.7 0.101
H -1.7538 0.1020 -1.1393 -2.2 0.3 -0.6 0.050
C -0.3655 0.8924 0.2416 -1.2 1.0 -1.5 -0.577
C 3.2315 -0.4778 -0.0380 3.4 -3.4 1.3 -0.029
O 0.7943 1.6252 0.1289 4.0 -1.1 0.0 -0.067
H 3.9957 -1.2299 0.2959 -1.2 1.3 -1.0 0.054
C 2.4607 0.4050 -0.0994 -6.0 4.4 0.2 0.053
H -0.3433 -0.6495 -1.2306 1.0 -0.6 -0.2 0.062
H 0.3303 -0.8716 0.7096 0.6 0.0 0.9 0.068
C -0.7415 0.3413 -1.1520 1.5 0.6 0.6 -0.047
```
Forces are in eV/Å.

Properties
Total charge: 0
Energy relative to the best compared isomer or geometry (same formula, charge and spin) (kJ/mol): 712.69
F_max (eV/A): 7.50
LUMO energy (alpha / beta) (hartree): -0.0613 / -0.0602

Formula: C5H8O
Source: the OMol25 dataset
Level of theory: ωB97M-V/def2-TZVPD

Structure (XYZ):
```
14
Properties=species:S:1:pos:R:3:forces:R:3:lowdin_charge:R:1
H 0.2529 1.9585 -0.0253 3.5 2.7 -0.2 -0.014
H -1.6454 2.1970 -0.1726 3.1 -2.8 1.8 0.173
H -2.5205 -0.0487 0.4012 1.2 -1.2 -0.1 0.104
O 1.6124 0.6227 -0.5528 4.2 -0.3 -1.7 -0.077
H -1.7039 -1.6129 0.5599 0.3 -0.7 0.3 0.068
C -0.4767 0.1180 0.0186 -5.7 2.4 0.8 -0.346
C -0.5846 1.4717 0.1500 -6.3 -1.2 -1.7 0.088
H 0.8388 -1.1992 -1.1223 -1.0 0.7 0.7 0.174
C -1.7082 -0.7414 -0.0569 -1.7 2.8 3.4 -0.054
H -2.2398 -0.9140 -0.9217 0.0 -0.7 -2.8 0.045
H 2.4714 0.1331 1.4797 -1.8 -1.5 -3.4 0.184
C 2.1370 -0.3796 0.2979 -1.2 2.6 5.7 -0.081
H 2.8312 -1.1974 0.2612 0.6 -0.1 -1.9 0.076
C 0.7355 -0.4078 -0.3169 5.0 -2.8 -0.9 -0.338
```
Forces are in eV/Å.

Properties
Structure (SMILES): C=C(C)[C@@H]1CO1
Total charge: 0
Energy relative to the best compared isomer or geometry (same formula, charge and spin) (kJ/mol): 548.11
F_max (eV/A): 6.63
LUMO energy (hartree): 0.0340

Formula: C5H8O
Source: the OMol25 dataset
Level of theory: ωB97M-V/def2-TZVPD

Structure (XYZ):
```
14
Properties=species:S:1:pos:R:3:forces:R:3:lowdin_charge:R:1
C -2.0148 0.8355 1.0044 0.0 -0.1 0.0 0.005
H -2.7349 1.3034 1.6630 0.1 -0.1 -0.1 0.058
H 2.8253 -0.0784 -0.0532 -0.2 0.0 0.0 0.073
C -1.4865 -0.3205 1.3363 0.3 -0.6 0.2 -0.290
H 1.0181 1.2651 -1.3129 0.0 -0.2 0.0 0.096
H 1.5563 -1.1819 0.5262 0.0 0.2 -0.1 0.069
C 0.8994 0.2416 -0.9527 -0.1 -0.1 -0.1 -0.256
C 1.7631 -0.1552 0.2092 0.0 -0.1 0.0 -0.118
C 0.0242 -0.5571 -1.5601 0.1 0.1 0.1 -0.030
H -0.5696 -0.2172 -2.4050 0.1 0.0 0.1 0.055
O -1.0237 -1.3476 1.6464 -0.4 0.9 -0.3 0.149
H 1.5941 0.5073 1.0669 0.0 -0.1 -0.1 0.075
H -1.7238 1.2904 0.0669 0.0 -0.1 0.1 0.051
H -0.1274 -1.5854 -1.2353 0.0 0.2 0.0 0.063
```
Forces are in eV/Å.

Properties
Structure (SMILES): C=C=O.C=CC
Total charge: 0
Energy relative to the best compared isomer or geometry (same formula, charge and spin) (kJ/mol): 175.02
F_max (eV/A): 1.08
LUMO energy (hartree): 0.0365

Formula: C5H8O
Source: the OMol25 dataset
Level of theory: ωB97M-V/def2-TZVPD

Structure (XYZ):
```
14
Properties=species:S:1:pos:R:3:forces:R:3:lowdin_charge:R:1
H -1.1632 1.2337 -1.1800 0.1 0.0 0.1 0.108
H 0.3044 -0.3026 -2.2281 0.0 0.0 0.1 0.108
C -0.0084 -1.1166 0.7070 0.1 0.0 -0.1 -0.054
H 0.1239 1.8420 -0.1501 0.0 -0.1 0.0 0.112
H 1.6329 0.5265 -1.4352 -0.1 -0.1 0.0 0.105
C -0.3471 0.9249 -0.5205 0.0 0.1 0.0 -0.123
O -0.8155 0.8375 1.9262 0.3 0.1 0.1 -0.042
H 1.5467 -1.9548 -0.5151 -0.1 0.1 0.1 0.101
C 0.8324 -1.1579 -0.3232 -0.1 0.0 0.1 -0.089
C -0.8701 0.1226 0.7011 -0.1 -0.2 -0.3 -0.385
H -0.0930 -1.8636 1.4917 0.0 0.1 -0.1 0.109
H 0.1201 0.9557 2.1393 -0.2 0.0 0.0 0.093
C 0.6762 0.0230 -1.2482 0.0 0.0 0.0 -0.185
H -1.9310 -0.1287 0.5888 0.1 0.0 0.0 0.143
```
Forces are in eV/Å.

Properties
Structure (SMILES): O[C@@H]1C=CCC1
Total charge: 0
Energy relative to the best compared isomer or geometry (same formula, charge and spin) (kJ/mol): 70.78
F_max (eV/A): 0.34
LUMO energy (hartree): 0.0394

Among the records above, which one has the highest energy relative to the best compared isomer or geometry (same formula, charge and spin)? number 3